Entry 1:
Here is a structure of composition C45H54AsMgNO8P2Te2 at a distorted geometry from OMol25. Energies are from wB97M-V/def2-TZVPD.

Calculated values
Kohn-Sham gap: 0.1541 Eh
Lowest unoccupied orbital energy: 3.523 eV
Calculated total energy: -164867.3785 eV

ORCA input file:
```
! RIJCOSX wB97M-V def2-TZVPD def2/J DEFGRID3
* xyz -2 1
Mg 1.16 -0.73 1.24
O 0.92 -2.24 -0.49
C -0.30 -2.92 -0.56
C -0.99 -3.00 0.82
N -0.89 -1.70 1.45
C -0.84 -1.79 2.89
C 0.51 -2.42 3.29
O 0.58 -3.10 4.31
O 1.45 -2.17 2.48
C -1.84 -0.72 0.99
C -1.11 0.64 1.05
O -1.68 1.60 1.56
O 0.04 0.62 0.54
H 1.63 -2.85 -0.12
H -0.93 -2.35 -1.25
H -0.16 -3.94 -0.96
H -2.03 -3.34 0.70
H -0.45 -3.72 1.44
H -0.85 -0.77 3.30
H -1.68 -2.35 3.32
H -2.08 -0.90 -0.06
H -2.77 -0.71 1.57
C -2.26 -0.24 -3.15
C -2.67 0.71 -4.25
As -4.36 0.20 -5.16
C -3.91 -1.58 -5.83
C -4.97 -2.45 -6.13
C -4.74 -3.71 -6.64
C -3.44 -4.13 -6.90
C -2.38 -3.25 -6.66
C -2.62 -2.00 -6.14
C -5.32 -0.32 -3.52
C -5.48 -1.63 -3.07
C -6.08 -1.89 -1.85
C -6.50 -0.84 -1.04
C -6.34 0.46 -1.47
C -5.77 0.72 -2.71
P -0.75 0.21 -2.11
C -1.11 1.96 -1.74
C -2.39 2.42 -1.43
C -2.58 3.73 -1.03
C -1.50 4.59 -0.91
C -0.22 4.12 -1.16
C -0.03 2.81 -1.56
C 0.40 0.39 -3.54
C 0.49 1.49 -4.38
C 1.36 1.49 -5.45
C 2.17 0.39 -5.69
C 2.08 -0.72 -4.86
C 1.21 -0.72 -3.79
H -2.05 -1.23 -3.56
H -3.07 -0.36 -2.43
H -1.89 0.79 -5.02
H -2.82 1.72 -3.85
H -5.99 -2.12 -5.94
H -5.57 -4.38 -6.83
H -3.25 -5.11 -7.30
H -1.37 -3.56 -6.88
H -1.78 -1.33 -5.96
H -5.12 -2.45 -3.67
H -6.20 -2.91 -1.52
H -6.95 -1.05 -0.08
H -6.65 1.28 -0.84
H -5.66 1.74 -3.05
H -3.24 1.75 -1.49
H -3.58 4.08 -0.81
H -1.66 5.61 -0.59
H 0.63 4.77 -1.01
H 0.97 2.44 -1.73
H -0.13 2.37 -4.20
H 1.42 2.35 -6.10
H 2.87 0.40 -6.51
H 2.71 -1.58 -5.04
H 1.15 -1.56 -3.11
C 2.23 3.70 8.78
C 2.22 3.11 7.40
C 1.07 2.59 6.83
C 1.05 2.10 5.53
C -0.21 1.49 5.01
C 2.21 2.13 4.74
Te 2.17 1.61 2.66
C 3.39 2.59 5.34
C 4.69 2.57 4.59
C 3.39 3.07 6.64
H 1.25 3.57 9.25
H 2.45 4.76 8.74
H 2.98 3.22 9.41
H 0.16 2.56 7.42
H -1.04 1.65 5.70
H -0.06 0.41 4.91
H -0.48 1.90 4.04
H 4.81 1.61 4.10
H 5.52 2.74 5.27
H 4.70 3.34 3.82
H 4.31 3.42 7.08
C 6.01 0.62 -0.84
C 5.82 0.05 0.56
O 5.37 -1.29 0.50
P 3.84 -1.60 1.09
O 2.94 -0.58 0.47
Te 3.56 -3.86 0.70
O 4.03 -1.13 2.63
C 4.51 -2.02 3.60
C 3.72 -1.88 4.89
H 6.40 1.63 -0.78
H 5.06 0.62 -1.35
H 6.71 0.00 -1.40
H 5.10 0.66 1.11
H 6.78 0.05 1.10
H 5.58 -1.81 3.78
H 4.43 -3.05 3.22
H 3.72 -0.84 5.22
H 4.15 -2.51 5.66
H 2.69 -2.19 4.72
*
```



Entry 2:
Here is a structure of composition C45H54BrF6O2PSb at a distorted geometry from OMol25. Energies are from wB97M-V/def2-TZVPD.

Calculated values
Kohn-Sham gap: 0.2177 Eh
Lowest unoccupied orbital energy: 1.802 eV
Calculated total energy: -153806.6625 eV

ORCA input file:
```
! RIJCOSX wB97M-V def2-TZVPD def2/J DEFGRID3
* xyz -1 1
C -0.79 -0.34 -0.28
O 0.54 -0.81 -0.26
C 0.77 -1.94 -1.09
C 0.06 -3.20 -0.62
C -1.18 -3.58 -1.43
C -2.23 -4.37 -0.66
C -2.80 -3.63 0.54
Sb -4.56 -2.38 -0.01
C -6.33 -1.22 -0.63
C -6.21 -0.59 -2.01
C -6.19 -1.63 -3.13
Br -7.21 -1.05 -4.69
P -5.89 -4.56 -0.54
O -7.36 -4.47 -0.26
H -0.93 0.41 -1.06
H -0.99 0.13 0.68
H -1.53 -1.13 -0.41
H 1.85 -2.09 -1.07
H 0.50 -1.70 -2.13
H 0.77 -4.02 -0.67
H -0.20 -3.05 0.42
H -1.65 -2.69 -1.84
H -0.85 -4.18 -2.29
H -3.04 -4.59 -1.37
H -1.81 -5.34 -0.38
H -3.13 -4.34 1.31
H -2.08 -2.95 0.99
H -3.89 -2.31 -1.66
H -3.73 -0.86 0.45
H -5.20 -2.53 1.63
H -7.22 -1.85 -0.59
H -6.43 -0.43 0.12
H -7.06 0.08 -2.18
H -5.31 0.04 -2.07
H -5.20 -1.83 -3.50
H -6.63 -2.57 -2.80
H -5.30 -5.63 0.20
H -5.67 -5.03 -1.87
F -5.68 -0.74 3.71
C -6.69 0.13 3.56
C -6.52 1.43 4.01
C -7.57 2.32 3.86
C -8.75 1.91 3.27
C -8.89 0.61 2.81
C -7.85 -0.30 2.96
H -5.58 1.72 4.47
H -7.45 3.34 4.21
H -9.57 2.62 3.15
H -9.81 0.29 2.34
H -7.92 -1.32 2.60
F 0.66 2.52 5.14
C 1.12 2.72 3.89
C 1.68 3.94 3.58
C 2.16 4.15 2.30
C 2.07 3.14 1.34
C 1.50 1.92 1.68
C 1.02 1.70 2.96
H 1.74 4.71 4.34
H 2.61 5.10 2.04
H 2.44 3.31 0.34
H 1.42 1.13 0.94
H 0.57 0.76 3.25
F -4.16 2.14 6.07
C -3.82 1.04 6.79
C -2.91 0.16 6.25
C -2.58 -0.97 6.98
C -3.15 -1.19 8.23
C -4.06 -0.28 8.75
C -4.40 0.86 8.02
H -2.50 0.34 5.27
H -1.88 -1.69 6.57
H -2.89 -2.07 8.80
H -4.51 -0.45 9.72
H -5.11 1.58 8.40
F 3.12 4.12 -1.66
C 3.59 5.39 -1.68
C 4.73 5.65 -2.41
C 5.22 6.95 -2.42
C 4.57 7.95 -1.71
C 3.42 7.65 -0.99
C 2.92 6.36 -0.97
H 5.23 4.85 -2.94
H 6.12 7.18 -2.97
H 4.95 8.96 -1.72
H 2.90 8.43 -0.44
H 2.02 6.10 -0.42
F 7.60 3.83 -2.80
C 7.37 2.50 -2.75
C 6.21 2.04 -2.16
C 5.99 0.67 -2.13
C 6.91 -0.21 -2.67
C 8.07 0.28 -3.25
C 8.31 1.65 -3.30
H 5.51 2.74 -1.74
H 5.08 0.30 -1.67
H 6.72 -1.27 -2.63
H 8.80 -0.40 -3.68
H 9.20 2.05 -3.75
F 8.33 -2.80 -3.85
C 8.53 -3.41 -5.04
C 7.71 -4.46 -5.39
C 7.92 -5.08 -6.62
C 8.94 -4.65 -7.45
C 9.75 -3.59 -7.07
C 9.56 -2.96 -5.85
H 6.92 -4.77 -4.72
H 7.28 -5.89 -6.92
H 9.10 -5.14 -8.41
H 10.55 -3.26 -7.72
H 10.18 -2.14 -5.53
*
```